Entry from the Open Molecules 2025 dataset: a 3-piece molecular cluster, C29H45F2N3O6S5 overall (ωB97M-V/def2-TZVPD).

Last column: Löwdin charge in e.
CARTESIAN COORDINATES (ANGSTROEM)
1 C -0.630367 -0.976080 -3.782083  -0.0664
2 C -1.729380 -1.547253 -2.731000  -0.2698
3 N -1.675087 -3.030803 -2.588104  -0.2247
4 C -2.786744 -3.565702 -1.741445  -0.2535
5 C -4.245949 -3.410824 -2.385838  -0.0915
6 C -0.419526 -3.494525 -1.967087  -1.0100
7 S 0.134167 -5.024206 -2.457764  0.6066
8 S 0.530976 -2.560807 -0.698764  0.8226
9 C 1.640508 -3.825220 0.147979  -0.4849
10 C 2.681620 -3.145828 1.162798  -0.2292
11 C 2.644918 -3.787368 2.652476  -0.1570
12 C 1.867434 -2.753622 3.594024  -0.1034
13 C 0.323946 -2.857221 3.873103  -0.3967
14 S -0.660148 -4.200094 3.084917  0.7463
15 C -0.444527 -1.829669 4.784917  -0.0975
16 C -2.024424 -2.002514 4.993756  -0.1614
17 C -2.734547 -1.450922 3.652042  -0.1764
18 F -4.128322 -1.792647 3.565151  -0.0926
19 C 0.338457 -0.632210 5.445602  -0.1300
20 N -0.285196 0.390833 6.294780  0.0559
21 C 1.847135 -0.573017 5.147705  0.0469
22 C 2.622519 -1.592086 4.268880  0.0171
23 C 4.149244 -1.168483 4.270377  -0.3159
24 O 5.145202 -1.817009 3.896867  0.0823
25 N 4.227021 0.223802 4.825591  0.0167
26 C 4.421947 1.000244 3.553719  -0.1084
27 C 3.825941 2.478316 3.562069  -0.2817
28 C 4.312092 3.389208 4.802474  -0.0514
29 F 2.377048 2.518104 3.375298  -0.0855
30 C 2.991520 0.440801 5.584638  -0.3056
31 O 2.710626 1.228362 6.513654  0.0789
32 H -0.347761 0.083578 -3.453488  0.0566
33 H -1.122821 -0.897765 -4.811668  0.0839
34 H 0.272230 -1.672307 -3.897794  0.0752
35 H -2.748818 -1.248930 -3.163214  0.0828
36 H -1.631817 -1.000691 -1.736243  0.0790
37 H -2.590792 -4.680856 -1.602134  0.0998
38 H -2.796915 -3.101562 -0.684214  0.1270
39 H -4.938190 -4.291737 -2.150368  0.0766
40 H -4.218579 -3.227693 -3.523361  0.0895
41 H -4.701329 -2.445033 -1.943736  0.0725
42 H 2.245195 -4.378886 -0.659080  0.0635
43 H 0.928555 -4.515318 0.717225  0.0415
44 H 3.762032 -3.108810 0.762097  0.1215
45 H 2.374375 -2.041983 1.293529  0.0925
46 H 3.702944 -3.933947 3.076921  0.1167
47 H 2.092688 -4.801021 2.649367  0.0977
48 H -0.403956 -5.406041 3.738689  -0.0926
49 H -2.422935 -1.407566 5.898958  0.1118
50 H -2.216029 -3.115496 5.142770  0.0976
51 H -2.187642 -1.898332 2.738875  0.0989
52 H -2.532402 -0.323075 3.609632  0.1281
53 H -1.098815 0.005202 6.801125  0.0744
54 H -0.568661 1.186293 5.694946  0.1018
55 H 4.072466 0.406557 2.632419  0.1410
56 H 5.564626 1.115551 3.417903  0.1517
57 H 4.248090 2.998448 2.620706  0.1438
58 H 3.439809 4.118431 5.005440  0.0990
59 H 4.585956 2.767281 5.719285  0.0768
60 H 5.194689 4.030054 4.447512  0.0843
61 C -4.413357 3.364379 -1.199270  -0.2221
62 C -3.412866 3.709145 -2.304969  -0.2071
63 C -2.590832 2.450669 -2.588585  -0.2250
64 S -3.641991 1.063761 -2.175555  0.6727
65 O -3.066564 0.371251 -1.045066  -0.3337
66 O -4.025605 0.378169 -3.390423  -0.3297
67 C -5.027070 2.028912 -1.598739  -0.2302
68 H -5.175633 4.137970 -1.086265  0.1162
69 H -3.887904 3.264588 -0.243915  0.1200
70 H -3.955959 4.005662 -3.208137  0.1222
71 H -2.768871 4.544280 -2.021315  0.1192
72 H -2.303066 2.386928 -3.637468  0.0711
73 H -1.702775 2.401993 -1.955508  0.1133
74 H -5.518975 1.517108 -0.771803  0.1098
75 H -5.721136 2.148519 -2.433636  0.1101
76 C 2.290991 2.145362 -5.799598  -0.2188
77 C 2.485692 3.500386 -6.482957  -0.2170
78 C 1.192882 4.297564 -6.298055  -0.2222
79 S 0.451044 3.702649 -4.782166  0.6707
80 O -0.795379 3.045302 -5.106990  -0.3266
81 O 0.539252 4.732250 -3.771093  -0.3265
82 C 1.677161 2.452488 -4.440095  -0.2269
83 H 3.232798 1.602143 -5.700625  0.1189
84 H 1.605096 1.529129 -6.389868  0.1230
85 H 3.317061 4.031487 -6.008264  0.1187
86 H 2.730929 3.387724 -7.541238  0.1166
87 H 1.388286 5.366620 -6.209316  0.1053
88 H 0.489901 4.114369 -7.112470  0.1073
89 H 1.206239 1.586432 -3.976019  0.0859
90 H 2.416355 2.886856 -3.763425  0.1125

Atoms 1-3, force components in eV/Å:
C -0.8 -0.3 0.0
C 0.2 1.0 -0.7
N 1.4 0.8 1.8

Summary:
Kohn-Sham gap in eV: 7.166
HOMO level in eV: -8.10
Total charge: 0
SMILES: CCN(CC)C(=S)SCCCc1c(S)c(CCF)c(N)c2c1C(=O)N(C[C@H](C)F)C2=O.O=S1(=O)CCCC1.O=S1(=O)CCCC1
Spin multiplicity: 1
LUMO energy in eV: -0.93